Arrangement i

DFT (wB97M-V/def2-TZVPD) results for an isolated molecule of C3H2O2.

For the LUMO energy, the calculation gives -0.0034 hartree. The highest occupied orbital energy comes out at -10.34 eV. The orbital gap is 10.25 eV.

Element x y z (Å)
C1 -0.3100 -0.1855 -0.3987
C2 -1.6657 -0.6812 0.2039
C3 0.9181 0.1964 0.3401
O1 1.9594 -0.1593 -0.0892
O2 -1.5395 0.5414 -0.0818
H1 -0.2116 -0.5433 -1.3748
H2 0.8494 0.8315 1.4005



Arrangement ii

DFT (wB97M-V/def2-TZVPD) results for an isolated molecule of C3H2O2.

For the LUMO energy, the calculation gives -0.0653 hartree. The highest occupied orbital energy comes out at -9.90 eV. Its SMILES is O=C=C1CO1. The orbital gap is 8.12 eV.

Element x y z (Å)
C1 0.3317 -0.1011 -0.0817
C2 1.5530 0.2173 -0.1084
C3 -1.1958 -0.0732 0.1295
O1 3.1167 0.6710 -0.1733
O2 -0.4938 -1.2013 -0.2796
H1 -1.7307 -0.1063 1.1688
H2 -1.5811 0.5937 -0.6553



Arrangement iii

DFT (wB97M-V/def2-TZVPD) results for an isolated molecule of C3H2O2.

For the LUMO energy, the calculation gives 0.0089 hartree. The highest occupied orbital energy comes out at -10.08 eV. Its SMILES is O=C=CC=O. The orbital gap is 10.32 eV.

Element x y z (Å)
C1 0.1683 -0.3016 0.0956
C2 -1.0185 0.5902 -0.0634
C3 1.4851 -0.2995 0.0370
O1 2.6301 -0.3786 -0.0609
O2 -1.2097 1.7807 0.0135
H1 -0.1716 -1.3226 0.2562
H2 -1.8837 -0.0686 -0.2779



Arrangement iv

DFT (wB97M-V/def2-TZVPD) results for an isolated molecule of C3H2O2.

For the LUMO energy, the calculation gives 0.0333 hartree. The highest occupied orbital energy comes out at -9.21 eV. The orbital gap is 10.11 eV.

Element x y z (Å)
C1 -0.3995 0.0167 0.7695
C2 0.7338 0.8466 0.5839
C3 0.2371 -0.2093 -0.6940
O1 -0.2569 -1.2577 0.1147
O2 1.4716 0.0927 -0.3456
H1 -1.3365 0.3811 0.9672
H2 -0.4496 0.1300 -1.3957



Most stable structure, least stable structure: arrangement iii, arrangement ii.



Arrangement i

DFT (wB97M-V/def2-TZVPD) results for an isolated molecule of C9H13N3.

For the LUMO energy, the calculation gives 0.0260 hartree. The highest occupied orbital energy comes out at -8.02 eV. Its SMILES is c1cc(N2CCNCC2)ccn1. The orbital gap is 8.72 eV.

Element x y z (Å)
C1 -2.3479 1.2308 -0.2807
C2 -0.8363 1.2136 -0.0185
C3 -0.8868 -1.3712 0.1029
C4 -2.3756 -1.0533 0.5192
C5 1.1549 -0.1188 -0.1053
C6 2.0162 -1.1650 -0.3743
C7 3.4011 -1.0685 -0.2515
C8 3.2629 1.1580 0.0950
C9 1.8788 1.1393 0.1654
H1 -3.0144 1.8306 0.3000
H2 -2.2945 1.8166 -1.1477
H3 -0.5135 1.8085 -0.8784
H4 -0.5750 1.7283 0.8893
H5 -0.9240 -1.9784 -0.8307
H6 -0.5628 -2.1043 0.8511
H7 -2.9111 -2.0232 0.4677
H8 -2.3505 -0.7017 1.5050
H9 -3.7927 -0.1434 -0.6360
H10 1.5045 -2.1041 -0.6126
H11 4.0693 -1.9604 -0.2716
H12 3.8681 2.0299 0.3003
H13 1.2394 1.9995 0.5925
N1 -0.1891 -0.1312 -0.0663
N2 -2.8735 -0.0816 -0.3909
N3 4.0525 0.0498 0.0764



Arrangement ii

DFT (wB97M-V/def2-TZVPD) results for a 2-piece molecular cluster, C9H13N3 overall.

For the LUMO energy, the calculation gives -0.0139 hartree. The highest occupied orbital energy comes out at -8.03 eV. The orbital gap is 7.65 eV.

Element x y z (Å)
C1 -0.5417 -1.5534 -1.3946
C2 0.2128 1.6856 -0.0863
C3 -1.3466 -2.3957 -1.1623
C4 0.5070 0.7964 0.8472
C5 1.2603 1.4673 -1.1681
C6 2.2673 -0.9202 0.9679
C7 -0.7917 2.7952 -0.1660
C8 -2.3548 -3.3182 -0.7892
C9 0.0057 0.5477 2.2062
N1 1.2284 2.1527 -2.2648
N2 2.0329 0.4869 -0.7434
N3 1.6620 0.0668 0.3747
H1 0.0502 -0.7220 -1.3742
H2 2.0914 -1.2178 2.0043
H3 3.1859 -1.2861 0.5894
H4 -1.5672 2.7752 0.6686
H5 -1.1847 2.7417 -1.2113
H6 -0.2456 3.7570 -0.0499
H7 -3.3644 -3.1801 -1.2971
H8 -2.6098 -3.2483 0.2964
H9 -2.1396 -4.4929 -0.8402
H10 -0.1539 -0.6453 2.0162
H11 -0.9733 1.1126 2.5066
H12 0.7763 0.6709 2.9969
H13 1.9930 1.9240 -2.9270



Most stable structure, least stable structure: arrangement i, arrangement ii.



Arrangement i

DFT (wB97M-V/def2-TZVPD) results for an isolated molecule of C4H4O.

For the LUMO energy, the calculation gives 0.0194 hartree. The highest occupied orbital energy comes out at -9.24 eV. Its SMILES is C#CCC=O. The orbital gap is 9.77 eV.

Element x y z (Å)
O1 -0.5978 1.2548 0.4776
C1 -0.9818 0.5085 -0.3960
C2 -0.2522 -0.8390 -0.5014
C3 1.0796 -0.6072 0.0830
C4 1.2495 0.3899 0.7962
H1 -1.7773 0.9719 -0.9977
H2 -0.4374 -1.4498 -1.3820
H3 -0.4757 -1.3864 0.4208
H4 1.8172 1.0413 1.4130



Arrangement ii

DFT (wB97M-V/def2-TZVPD) results for an isolated molecule of C4H4O.

For the LUMO energy, the calculation gives 0.0389 hartree. The highest occupied orbital energy comes out at -10.05 eV. Its SMILES is C#C[C@@H]1CO1. The orbital gap is 11.11 eV.

Element x y z (Å)
C1 0.9153 -0.3951 1.9795
C2 0.5122 0.0886 0.9341
C3 -0.2054 0.6861 -0.1783
C4 -0.5453 -0.2174 -1.2081
H1 1.3345 -1.0353 2.7754
H2 -0.7688 1.5450 -0.0257
H3 -0.3403 -1.2954 -1.0721
H4 -1.4591 -0.0213 -1.7887
O1 0.5569 0.6447 -1.4161



Most stable structure, least stable structure: arrangement ii, arrangement i.



Arrangement i

DFT (wB97M-V/def2-TZVPD) results for an isolated molecule of C4H4O.

For the LUMO energy, the calculation gives 0.0243 hartree. The highest occupied orbital energy comes out at -9.52 eV. The orbital gap is 10.18 eV.

Element x y z (Å)
C1 0.0461 -0.4924 -0.3903
C2 -0.6434 0.3801 0.6259
C3 0.5117 0.9719 -0.3597
C4 0.1812 1.5133 0.9587
O1 0.8845 -1.6127 -0.1914
H1 -0.5928 -0.9290 -1.2549
H2 -1.7936 0.2663 0.8611
H3 0.6074 1.7088 -1.0344
H4 0.7988 -1.8064 0.7848



Arrangement ii

DFT (wB97M-V/def2-TZVPD) results for an isolated molecule of C4H4O.

For the LUMO energy, the calculation gives 0.0043 hartree. The highest occupied orbital energy comes out at -10.39 eV. Its SMILES is C#CC(C)=O. The orbital gap is 10.50 eV.

Element x y z (Å)
C1 -1.3462 -1.0431 0.0035
C2 -0.4457 0.1938 -0.0164
C3 1.0124 -0.0527 -0.0494
C4 2.2209 -0.1985 0.0250
H1 -2.0590 -0.8882 -0.8364
H2 -1.9693 -1.0522 0.9418
H3 -0.7660 -1.9517 -0.0667
H4 3.2832 -0.2334 0.0476
O1 -0.8922 1.3410 0.0172



Most stable structure, least stable structure: arrangement ii, arrangement i.



Arrangement i

DFT (wB97M-V/def2-TZVPD) results for a 2-piece molecular cluster, CH4Cl2P2 overall.

For the LUMO energy (spin up / spin down), the calculation gives -0.0346 / -0.0430 hartree. The highest occupied orbital energy (spin up / spin down) comes out at -8.65 / -8.46 eV. The orbital gap (spin up / spin down) is 7.71 / 7.29 eV.

Element x y z (Å)
C1 0.9810 0.2797 0.2934
P1 -0.7811 -2.0490 0.4740
P2 -0.4012 1.1269 -0.5444
Cl1 2.0827 -0.2081 -0.9070
Cl2 1.7511 0.5691 1.8363
H1 -1.9672 -1.1339 0.1150
H2 -0.9915 -2.6529 -0.8876
H3 -0.8733 1.7287 0.6105
H4 0.1995 2.3395 -0.9903



Arrangement ii

DFT (wB97M-V/def2-TZVPD) results for a 2-piece molecular cluster, CH4Cl2P2 overall.

For the LUMO energy (spin up / spin down), the calculation gives -0.0215 / -0.0495 hartree. The highest occupied orbital energy (spin up / spin down) comes out at -8.37 / -8.00 eV. The orbital gap (spin up / spin down) is 7.79 / 6.65 eV.

Element x y z (Å)
C1 -1.1450 -1.9003 -2.4158
P1 1.4717 0.5069 0.9064
P2 -0.3993 -0.7682 -1.0863
Cl1 -2.1238 -3.2751 -1.9154
Cl2 -0.2043 -2.2788 -3.7335
H1 0.6438 0.6020 2.1108
H2 2.5427 -0.3533 1.5141
H3 0.0803 -0.0502 -2.1081
H4 -1.4890 -0.0284 -0.7369



Most stable structure, least stable structure: arrangement i, arrangement ii.



Arrangement i

DFT (wB97M-V/def2-TZVPD) results for an isolated molecule of C5H7NOS.

For the LUMO energy (spin up / spin down), the calculation gives -0.0290 / -0.0245 hartree. The highest occupied orbital energy (spin up / spin down) comes out at -8.11 / -8.13 eV. The orbital gap (spin up / spin down) is 7.31 / 7.46 eV.

Element x y z (Å)
C1 -0.6689 1.3510 -0.1475
C2 -3.0651 0.0196 -0.0294
C3 -0.4630 0.0590 0.1115
C4 2.0207 -0.2026 -0.6041
C5 0.9054 -0.7299 0.3016
N1 -0.9092 2.4270 -0.4678
O1 1.3641 -0.6018 1.6117
S1 -1.8029 -0.9674 0.2174
H1 -2.9860 1.1616 -0.1058
H2 -3.9791 -0.4236 -0.2498
H3 1.8276 -0.3808 -1.6094
H4 2.9307 -0.6627 -0.3348
H5 2.0052 0.8425 -0.4086
H6 0.6449 -1.8734 0.0780
H7 2.1755 -0.0185 1.6368



Arrangement ii

DFT (wB97M-V/def2-TZVPD) results for an isolated molecule of C5H7NOS.

For the LUMO energy, the calculation gives 0.0140 hartree. The highest occupied orbital energy comes out at -8.26 eV. Its SMILES is S/N=C/C1=CCCO1. The orbital gap is 8.64 eV.

Element x y z (Å)
C1 0.7480 -0.4983 0.0000
C2 -0.6782 -0.2236 0.0691
C3 -1.1992 1.0229 0.0938
C4 -2.6957 0.9917 -0.2271
C5 -2.9046 -0.5382 0.1416
H1 3.7941 1.1750 0.4443
H2 1.1069 -1.5719 -0.2571
H3 -0.6184 1.8866 0.2111
H4 -2.8680 1.3701 -1.2706
H5 -3.2312 1.6287 0.5062
H6 -3.6923 -1.0386 -0.4313
H7 -3.1380 -0.5176 1.3045
N1 1.5521 0.4862 0.0884
O1 -1.6663 -1.2079 -0.0800
S1 3.2182 -0.0749 -0.0593



Most stable structure, least stable structure: arrangement ii, arrangement i.



Arrangement i

DFT (wB97M-V/def2-TZVPD) results for an isolated molecule of C5H7NOS.

For the LUMO energy, the calculation gives 0.0045 hartree. The highest occupied orbital energy comes out at -9.78 eV. Its SMILES is N#C[C@@H](CO)[C@H]1CS1. The orbital gap is 9.90 eV.

Element x y z (Å)
C1 0.5047 1.4224 0.0852
C2 0.8552 -0.0789 0.1860
C3 1.8633 -0.7933 -0.5083
C4 -0.3771 -1.0422 -0.1162
C5 -1.6339 -0.6964 0.6053
H1 -0.4749 1.2205 -1.4953
H2 -0.1894 1.3076 1.1175
H3 1.2291 2.0839 0.4429
H4 1.2943 -0.1251 1.1842
H5 -0.0995 -1.9880 -0.0825
H6 -1.8269 0.1988 1.1618
H7 -2.1539 -1.5734 0.7320
N1 2.7054 -1.4511 -1.0693
O1 0.2276 2.0149 -1.0842
S1 -1.9241 -0.4998 -1.1592



Arrangement ii

DFT (wB97M-V/def2-TZVPD) results for an isolated molecule of C5H7NOS.

For the LUMO energy, the calculation gives -0.0044 hartree. The highest occupied orbital energy comes out at -8.91 eV. Its SMILES is C=C(C)N(C=O)C=S. The orbital gap is 8.79 eV.

Element x y z (Å)
C1 1.4499 1.3727 -1.1569
C2 0.7350 0.8444 0.0927
C3 0.7206 1.4457 1.3502
C4 1.0160 -1.5066 0.1560
C5 -1.2313 -0.8780 -0.2488
H1 0.6374 1.3837 -2.0322
H2 1.5124 2.5166 -1.0086
H3 2.5034 0.9790 -1.3752
H4 0.0530 0.9769 2.1259
H5 1.2574 2.5063 1.5651
H6 0.4782 -2.5058 0.3406
H7 -1.4789 -1.9890 -0.2828
N1 0.1339 -0.4467 -0.1744
O1 2.1596 -1.3956 0.1783
S1 -2.4574 0.1723 -0.0436



Most stable structure, least stable structure: arrangement ii, arrangement i.